1.
Here is 2 unconnected molecules or ions with the total composition C4H9ClNPS at a distorted geometry from OMol25. Energies are from ωB97M-V with the def2-TZVPD basis set.

Last column: Mulliken charge in e.
CARTESIAN COORDINATES (ANGSTROEM)
C -0.06 2.19 2.09  -0.488
C -0.18 1.14 1.42  -0.226
C -2.20 -0.81 -0.15  -0.276
C -0.48 -1.33 -1.71  -0.884
N -1.06 -0.51 -0.70  0.099
P -0.26 1.14 -0.41  -0.071
S 1.68 0.94 -0.71  -0.452
Cl 4.85 -1.01 -0.31  -0.237
H 0.30 2.17 3.13  0.231
H 0.06 3.06 1.59  0.316
H -0.22 0.02 1.78  0.251
H 3.82 -0.37 -0.06  0.170
H -2.63 -0.23 0.63  0.309
H -2.83 -1.63 -0.47  0.291
H -0.59 -2.41 -1.70  0.361
H -0.83 -1.13 -2.73  0.347
H 0.63 -1.22 -1.68  0.258

Computed properties:
Energy above the lowest of the compared OMol25 structures with the same formula, charge and spin, eV: 2.134
HOMO level (spin up / spin down), eV: -7.45 / -7.45
Charge: 0
Multiplicity: 1
Total energy, eV: -38427.9907

---

2.
Here is a single C4H9ClO molecule at a distorted geometry from OMol25. Energies are from ωB97M-V with the def2-TZVPD basis set.

Last column: Mulliken charge in e.
CARTESIAN COORDINATES (ANGSTROEM)
C -0.38 -1.09 0.96  -1.386
C -0.09 0.14 0.07  0.987
C -1.29 0.45 -0.76  -1.535
C 1.32 0.13 -0.80  -0.479
H -1.19 -0.74 1.61  0.365
H -0.73 -1.99 0.49  0.341
H 0.49 -1.27 1.54  0.358
H -2.27 0.42 -0.23  0.366
H -1.28 -0.28 -1.55  0.360
H -1.24 1.56 -1.11  0.336
H 1.00 1.00 1.40  0.365
H 1.41 1.00 -1.42  0.365
H 1.41 -0.70 -1.57  0.331
O 0.21 1.26 0.91  -0.544
Cl 2.61 0.12 0.45  -0.230

Computed properties:
Energy above the lowest of the compared OMol25 structures with the same formula, charge and spin, eV: 0.699
HOMO level, eV: -10.14
Charge: 0
Multiplicity: 1
Total energy, eV: -18863.2853

---

3.
Here is 2 unconnected molecules or ions with the total composition C4H9ClOS at a distorted geometry from OMol25. Energies are from ωB97M-V with the def2-TZVPD basis set.

Last column: Mulliken charge in e.
CARTESIAN COORDINATES (ANGSTROEM)
C -0.07 0.24 1.64  -1.626
C 0.76 -1.25 -0.11  -1.490
C 0.44 1.64 -0.89  -0.582
C -0.19 -0.13 0.15  1.010
O -1.53 -0.26 -0.05  -0.331
S -1.95 -0.74 -1.60  -0.043
Cl -1.12 2.23 -1.36  -0.179
H -0.80 0.88 1.98  0.482
H 0.81 0.76 2.10  0.374
H -0.09 -0.62 2.35  0.346
H 0.61 -1.58 -1.11  0.434
H 1.90 -0.95 -0.01  0.282
H 0.60 -2.01 0.53  0.477
H 0.81 2.19 -0.16  0.386
H 0.96 1.43 -1.74  0.339
H -1.14 -1.82 -1.71  0.120

Computed properties:
Energy above the lowest of the compared OMol25 structures with the same formula, charge and spin, eV: 3.503
HOMO level, eV: -8.48
Charge: 0
Multiplicity: 1
Total energy, eV: -29695.2306